[1]
{
  "formula": "C13H22N4O3S",
  "method": "the ωB97M-V functional and the def2-TZVPD basis",
  "lumo_energy_ev": 0.7,
  "de_lowest_ev": 0.0000,
  "homo_lumo_gap_ev": 9.19,
  "symbols": ["O", "O", "N", "N", "O", "S", "C", "C", "C", "C", "C", "C", "N", "N", "C", "C", "C", "C", "C", "C", "C", "H", "H", "H", "H", "H", "H", "H", "H", "H", "H", "H", "H", "H", "H", "H", "H", "H", "H", "H", "H", "H", "H"],
  "xyz": [[-1.834, 1.219, 5.322], [-1.511, 2.128, 1.007], [1.652, -0.683, -3.071], [2.545, -1.699, -1.152], [-2.357, 0.296, -3.597], [0.485, -0.073, -0.733], [-2.068, 0.207, 4.673], [-1.280, 2.079, 2.211], [1.669, -0.891, -1.752], [2.538, -1.305, -3.833], [3.445, -2.327, -1.898], [3.467, -2.154, -3.268], [-1.664, 3.040, 3.058], [-1.513, -0.042, 3.489], [-3.030, -0.832, 5.199], [2.499, -1.065, -5.310], [4.421, -3.244, -1.230], [-2.356, 4.264, 2.661], [-0.577, 0.861, 2.813], [-1.581, -0.306, -2.560], [-0.639, 0.731, -1.957], [-2.862, 1.050, -3.249], [4.194, -2.672, -3.882], [-1.534, 2.856, 4.047], [-1.767, -0.893, 3.013], [-3.458, -0.478, 6.136], [-3.825, -0.990, 4.472], [-2.493, -1.763, 5.371], [2.597, 0.005, -5.513], [1.545, -1.413, -5.716], [3.310, -1.594, -5.818], [3.988, -4.244, -1.143], [4.656, -2.876, -0.227], [5.350, -3.308, -1.804], [-1.721, 4.844, 1.989], [-3.280, 4.009, 2.137], [-2.595, 4.862, 3.541], [-0.069, 0.324, 2.013], [0.176, 1.206, 3.522], [-1.009, -1.140, -2.979], [-2.237, -0.707, -1.780], [-1.224, 1.506, -1.456], [-0.054, 1.213, -2.746]],
  "atomic_forces_ev_per_a": [[0.2, 0.2, -0.1], [0.1, 0.0, 0.0], [-0.8, 0.6, 0.2], [-0.4, 0.2, 0.9], [-0.1, 0.0, -0.1], [-0.3, 0.4, -0.1], [-0.5, 0.4, 1.2], [-0.5, -0.2, -0.9], [0.6, -0.5, -1.3], [0.2, -0.2, 0.1], [-0.1, 0.1, -0.1], [0.3, -0.2, -0.3], [0.1, 0.4, 1.0], [0.6, -0.2, -1.2], [0.1, 0.1, -0.1], [0.0, 0.1, -0.1], [0.2, 0.1, 0.3], [0.1, -0.5, -0.3], [-0.1, 0.2, 0.5], [-0.1, 0.5, 0.1], [0.4, -0.4, -0.2], [0.3, -0.5, 0.0], [0.0, 0.0, 0.0], [0.0, -0.1, -0.2], [0.0, 0.1, 0.0], [0.1, 0.0, -0.1], [-0.1, -0.2, 0.0], [-0.1, -0.2, 0.0], [-0.1, -0.1, 0.0], [0.1, 0.1, 0.0], [-0.1, 0.1, 0.1], [0.1, 0.1, 0.0], [-0.1, -0.1, -0.1], [-0.2, -0.1, 0.0], [-0.1, 0.0, 0.0], [0.0, 0.1, 0.0], [0.1, -0.2, -0.1], [-0.2, 0.1, 0.0], [0.0, -0.1, 0.2], [-0.2, 0.3, -0.2], [0.1, 0.0, 0.0], [0.3, -0.2, 0.4], [0.0, -0.3, 0.2]],
  "mulliken_charge": [-0.6898, -0.6268, -0.3048, -0.5328, -0.5422, -0.1874, 0.8070, 0.6062, 0.0937, 0.6774, 0.7190, -0.4920, -0.1111, -0.1369, -1.2027, -1.2445, -1.2238, -0.9263, -0.5195, -0.4469, -0.4485, 0.3184, 0.3085, 0.2825, 0.2451, 0.3102, 0.3470, 0.3313, 0.3043, 0.2884, 0.3423, 0.2602, 0.3469, 0.3532, 0.2863, 0.2901, 0.3515, 0.0383, 0.3205, 0.3071, 0.2902, 0.4665, 0.3440]
}

[2]
{
  "formula": "C13H22NO3S2",
  "method": "the ωB97M-V functional and the def2-TZVPD basis",
  "lumo_energy_ev": -4.6,
  "charge": 1,
  "homo_lumo_gap_ev": 6.55,
  "symbols": ["C", "C", "O", "C", "C", "C", "N", "C", "C", "O", "C", "C", "O", "H", "H", "H", "H", "H", "H", "H", "H", "H", "H", "H", "H", "H", "H", "H", "C", "C", "S", "C", "S", "C", "H", "H", "H", "H", "H", "H", "H"],
  "xyz": [[4.027, -2.108, 1.449], [3.317, -0.781, 1.337], [2.034, -0.942, 0.681], [1.019, -0.138, 1.101], [-0.085, -0.124, 0.009], [-1.311, 0.383, 0.674], [-2.361, -0.340, 1.027], [-3.593, 0.461, 1.345], [-4.832, -0.371, 1.629], [-4.870, -1.615, 0.899], [-3.780, -2.419, 1.313], [-2.419, -1.815, 0.919], [1.015, 0.457, 2.159], [5.069, -1.876, 1.667], [3.636, -2.643, 2.307], [3.967, -2.747, 0.574], [3.156, -0.316, 2.327], [3.925, -0.097, 0.714], [-0.254, -1.154, -0.349], [-1.313, 1.435, 1.008], [-3.354, 1.084, 2.219], [-3.820, 1.121, 0.507], [-4.863, -0.564, 2.728], [-5.728, 0.175, 1.298], [-3.784, -2.605, 2.402], [-3.939, -3.376, 0.800], [-2.251, -2.126, -0.129], [-1.622, -2.260, 1.549], [1.973, 2.908, -3.248], [1.397, 1.607, -3.804], [0.011, 0.931, -2.836], [0.770, 0.400, -1.294], [1.485, 1.932, -0.642], [2.554, 2.680, -1.855], [2.770, 3.280, -3.906], [1.176, 3.666, -3.195], [1.023, 1.766, -4.831], [2.140, 0.817, -3.856], [1.459, -0.471, -1.465], [3.497, 2.131, -1.862], [2.757, 3.652, -1.370]],
  "atomic_forces_ev_per_a": [[-0.1, 0.2, 0.6], [0.4, 0.5, 0.1], [-1.0, 0.6, 0.3], [1.6, -0.6, 0.8], [0.9, -1.8, -0.9], [-1.2, -0.1, 0.3], [1.4, 1.5, -1.1], [0.0, 0.4, 0.3], [-0.5, -1.0, 0.4], [0.8, 1.0, 0.8], [-0.3, -0.1, 0.2], [0.1, -0.9, -0.8], [-0.8, -0.6, -1.3], [0.1, -0.2, -0.1], [-0.1, -0.3, 0.1], [0.0, 0.2, -0.2], [0.1, -0.3, -0.6], [-0.5, -0.1, 0.2], [-0.1, 0.2, 0.7], [-0.3, -0.4, -0.5], [-0.1, -0.1, -0.2], [0.4, -0.2, -0.1], [-0.3, -0.1, -0.7], [0.4, -0.1, 0.4], [-0.3, 0.2, -0.2], [0.4, 0.2, 0.2], [0.2, 0.5, 0.4], [-0.4, 0.4, -0.4], [-0.2, -0.3, 0.3], [0.3, 0.2, 0.0], [-1.8, -0.7, -0.7], [0.4, 1.0, 0.4], [0.2, 0.1, 1.2], [0.4, 0.6, -0.2], [-0.2, -0.1, 0.1], [0.3, -0.2, -0.1], [-0.2, -0.3, 0.6], [0.3, 0.0, -0.1], [-0.5, 1.1, 0.3], [0.0, 0.0, -0.3], [0.0, -0.4, -0.2]],
  "mulliken_charge": [-1.2321, -0.1584, -0.2263, 0.3328, -0.0883, -0.3266, 0.2807, -0.4543, -0.6263, -0.3619, -0.7185, -0.3512, -0.5829, 0.3847, 0.3257, 0.3236, 0.3285, 0.2180, 0.2254, 0.4922, 0.3967, 0.3826, 0.3444, 0.3227, 0.3652, 0.3457, 0.3619, 0.3412, -0.4872, -0.6713, -0.1308, -0.2578, -0.0848, -0.6337, 0.3386, 0.2665, 0.3845, 0.3607, 0.5555, 0.3501, 0.3645]
}

[3]
{
  "formula": "C13H23Cl3NO4P2Pb",
  "method": "the ωB97M-V functional and the def2-TZVPD basis",
  "lumo_energy_ev": -14.5,
  "charge": 3,
  "de_lowest_ev": 0.0000,
  "homo_lumo_gap_ev": 3.86,
  "symbols": ["Pb", "P", "C", "C", "N", "C", "C", "C", "C", "C", "P", "H", "H", "H", "H", "H", "H", "H", "H", "O", "H", "H", "O", "H", "C", "H", "H", "H", "C", "H", "H", "H", "C", "H", "H", "H", "C", "H", "H", "H", "Cl", "C", "Cl", "Cl", "C", "O", "O"],
  "xyz": [[0.653, -0.836, 0.621], [-1.927, -1.513, 1.086], [-2.807, -1.131, -0.483], [-2.455, 0.233, -1.084], [-1.259, 0.779, -0.810], [-0.908, 1.955, -1.358], [-1.780, 2.640, -2.215], [-3.030, 2.097, -2.522], [-3.360, 0.870, -1.943], [0.450, 2.569, -1.013], [1.746, 1.355, -0.536], [-4.308, 0.377, -2.145], [-1.456, 3.595, -2.621], [-3.724, 2.614, -3.191], [0.843, 3.164, -1.863], [0.333, 3.231, -0.132], [-2.507, -1.932, -1.202], [-3.894, -1.201, -0.285], [1.478, -3.427, -3.014], [0.696, -3.836, -3.444], [0.861, -3.748, -4.394], [4.701, -1.654, -1.395], [4.936, -2.264, -2.121], [5.895, -2.402, -2.018], [2.548, 0.869, -2.091], [2.969, 1.756, -2.599], [3.350, 0.129, -1.905], [1.809, 0.380, -2.750], [2.979, 2.245, 0.446], [3.788, 1.550, 0.730], [3.411, 3.091, -0.122], [2.524, 2.606, 1.384], [-2.897, -0.742, 2.413], [-3.938, -1.128, 2.416], [-2.416, -0.936, 3.388], [-2.904, 0.353, 2.273], [-2.031, -3.309, 1.301], [-1.519, -3.591, 2.237], [-3.078, -3.656, 1.338], [-1.501, -3.815, 0.475], [2.080, -0.417, 5.853], [1.188, 0.616, 4.743], [-0.468, 0.915, 5.339], [2.060, 2.153, 4.466], [1.014, -0.072, 3.276], [1.473, -1.214, 3.022], [0.381, 0.678, 2.446]],
  "atomic_forces_ev_per_a": [[-1.0, 1.8, 2.0], [-2.3, -1.3, -0.5], [1.0, 0.2, -0.7], [-0.4, 0.4, -0.4], [0.8, -0.5, 0.6], [-0.5, 0.2, -0.6], [0.4, -0.1, 0.2], [0.3, -0.2, 0.4], [0.1, -0.2, 0.2], [-1.1, -0.4, 0.8], [1.3, 1.3, -1.8], [0.1, 0.2, -0.1], [-0.2, -0.2, 0.0], [0.3, -0.2, 0.2], [0.1, -0.4, 0.4], [0.1, -0.1, -0.4], [-0.4, 0.4, 0.4], [0.5, -0.1, 0.1], [-0.6, -0.7, -0.7], [0.6, 0.9, 0.6], [0.0, -0.1, 0.2], [0.5, -0.6, -0.4], [-0.1, 0.6, 0.7], [-0.4, 0.0, -0.1], [-0.1, -1.1, 0.0], [-0.2, -0.2, 0.4], [-0.2, 0.5, -0.1], [0.2, 0.3, 0.1], [0.0, -0.7, 1.2], [-0.2, 0.3, -0.2], [-0.4, -0.4, -0.1], [0.1, 0.0, -0.3], [1.2, 1.0, 0.7], [0.6, -0.2, -0.4], [-0.3, 0.0, -0.3], [-0.1, -0.4, 0.0], [1.0, -0.2, 0.0], [-0.3, 0.1, -0.2], [0.2, 0.4, 0.0], [-0.3, 0.1, 0.2], [-0.3, 0.3, -0.5], [0.0, -0.7, -0.7], [0.5, -0.1, -0.2], [-0.3, -0.5, 0.1], [0.1, 1.0, 1.5], [-0.8, 1.1, -1.3], [0.6, -1.6, -0.9]],
  "mulliken_charge": [0.8617, 0.6542, -0.9897, 0.4093, 0.2073, 0.2461, -0.8006, -0.6151, -0.7459, -0.8049, 0.6828, 0.4961, 0.4900, 0.4735, 0.6156, 0.4426, 0.4487, 0.5981, 0.2937, -0.6157, 0.3328, 0.2764, -0.5888, 0.3445, -1.0243, 0.4534, 0.2678, 0.3764, -1.0284, 0.4272, 0.4567, 0.3075, -1.0757, 0.4693, 0.3806, 0.3628, -1.1529, 0.4288, 0.4381, 0.4513, -0.0388, 0.7247, -0.0803, -0.0863, 0.4046, -0.6190, -0.5566]
}

[4]
{
  "formula": "C13H23Cl8FO9",
  "method": "the ωB97M-V functional and the def2-TZVPD basis",
  "lumo_energy_ev": 0.2,
  "de_lowest_ev": 0.0000,
  "homo_lumo_gap_ev": 10.82,
  "symbols": ["C", "O", "C", "O", "O", "C", "H", "H", "H", "H", "H", "H", "C", "O", "C", "O", "O", "C", "H", "H", "H", "H", "H", "H", "C", "C", "O", "C", "O", "O", "F", "H", "H", "H", "C", "Cl", "Cl", "H", "H", "C", "Cl", "Cl", "H", "H", "C", "Cl", "Cl", "H", "H", "C", "Cl", "Cl", "H", "H"],
  "xyz": [[-0.723, 4.123, 3.101], [-1.929, 3.435, 3.422], [-2.004, 2.148, 3.130], [-1.304, 1.572, 2.329], [-3.054, 1.557, 3.674], [-3.772, 2.159, 4.769], [-0.501, 4.062, 2.037], [0.056, 3.700, 3.737], [-0.900, 5.159, 3.380], [-4.240, 3.082, 4.434], [-3.088, 2.316, 5.601], [-4.529, 1.444, 5.076], [-2.176, -1.176, 1.152], [-2.156, -2.577, 0.847], [-1.140, -3.142, 0.209], [-0.286, -2.577, -0.442], [-1.298, -4.439, 0.281], [-0.375, -5.314, -0.316], [-1.202, -0.808, 1.457], [-2.949, -0.970, 1.883], [-2.421, -0.629, 0.238], [-0.408, -6.295, 0.151], [0.657, -4.968, -0.221], [-0.565, -5.412, -1.386], [2.275, -1.364, -3.808], [1.888, -2.666, -3.114], [3.131, -3.353, -3.174], [4.126, -2.470, -3.202], [5.273, -2.672, -2.963], [3.603, -1.203, -3.318], [0.959, -3.319, -3.854], [1.647, -0.568, -3.414], [2.445, -1.452, -4.883], [1.528, -2.529, -2.091], [-3.032, 0.279, -2.893], [-3.261, -1.482, -3.025], [-2.395, 0.987, -4.444], [-4.042, 0.643, -2.750], [-2.330, 0.605, -2.136], [1.825, -1.022, 2.695], [0.540, -2.139, 3.204], [2.128, -1.239, 0.963], [1.516, 0.012, 2.810], [2.766, -1.249, 3.182], [3.449, 4.190, -2.093], [4.115, 3.187, -3.376], [4.322, 3.975, -0.530], [3.408, 5.257, -2.299], [2.394, 3.945, -1.992], [0.336, 1.738, -0.254], [-0.431, 3.165, -0.998], [1.780, 1.346, -1.229], [0.673, 2.066, 0.721], [-0.327, 0.882, -0.278]],
  "atomic_forces_ev_per_a": [[0.1, 0.1, 0.1], [-0.4, 0.3, 0.7], [-0.3, -0.1, -1.3], [0.2, 0.1, 0.5], [-0.3, -0.6, 0.4], [0.3, 0.0, -0.2], [0.1, -0.2, 0.1], [0.3, 0.1, -0.3], [0.0, -0.1, 0.0], [0.0, 0.1, 0.2], [-0.1, 0.2, 0.0], [0.0, -0.1, -0.2], [0.5, 0.2, -1.3], [-0.4, -0.1, 1.0], [0.3, 1.1, -1.3], [-0.2, 0.0, 0.5], [-0.7, -1.0, 1.0], [1.2, -0.1, -0.9], [0.0, -0.2, 0.3], [0.1, -0.3, 0.2], [-0.1, 0.0, 0.0], [-0.5, 0.1, 0.2], [-0.1, 0.3, 0.1], [-0.2, 0.0, 0.0], [0.2, 0.1, 0.9], [0.2, 0.7, -1.4], [-0.7, -1.3, 0.2], [0.7, 1.7, 1.5], [-0.3, -0.4, -0.6], [0.7, -0.3, 0.0], [0.1, -0.4, 0.2], [0.1, 0.3, -0.6], [-1.2, 0.0, -0.1], [0.1, -0.3, 0.0], [-0.2, 0.0, -1.2], [0.5, 0.3, 0.3], [-0.3, -0.3, 0.7], [0.2, 0.4, 0.1], [-0.1, -0.4, 0.2], [0.1, -0.2, -0.7], [0.2, 0.2, 0.3], [0.2, 0.1, -0.1], [-0.1, -0.1, 0.3], [-0.2, 0.0, 0.3], [-0.6, 0.3, 0.5], [0.0, 0.3, 0.1], [-0.5, 0.1, -0.6], [0.8, -0.1, -0.4], [0.2, -0.6, 0.4], [0.7, 0.5, -0.7], [-0.4, -0.1, 0.1], [-0.1, -0.2, 0.1], [-0.2, -0.4, 0.1], [-0.1, 0.1, 0.2]],
  "mulliken_charge": [-0.4805, -0.3847, 0.6298, -0.3187, -0.2962, -0.6576, 0.1410, 0.3115, 0.2210, 0.2860, 0.3096, 0.2319, 0.0027, -0.3956, 0.7021, -0.3479, -0.3665, -0.6737, -0.0324, 0.1843, 0.0853, 0.2476, 0.2829, 0.3067, -0.4176, 0.6867, -0.3387, 0.6343, -0.5296, -0.3030, -0.3045, 0.1899, 0.3061, 0.0774, 0.1955, -0.1391, -0.1765, 0.3403, -0.2379, -0.2756, -0.1442, -0.0394, 0.1087, 0.3568, 0.0182, -0.1306, -0.1540, 0.3229, -0.0607, 0.4871, -0.2145, -0.1425, 0.1964, -0.3005]
}

Question: What is the formula in the third record?
Answer: C13H23Cl3NO4P2Pb